(1)
Entry from the OMol25 dataset: a molecular structure, C27H24MnN9O3S3 (ωB97M-V/def2-TZVPD).

Summary:
Energy relative to the best compared isomer or geometry (same formula, charge and spin)   0.0 kJ/mol
Orbital gap (alpha / beta)   6.84 / 6.44 eV
⟨S²⟩   0.8232
Net charge   -1
LUMO energy (alpha / beta)   2.37 / 2.36 eV
Multiplicity   2

Geometry (Å):
Mn (0.0935, -0.0968, 0.5617)
S (0.0281, -0.6945, 2.8813)
S (-1.0488, -3.3408, 3.9024)
S (-2.7816, 1.9197, 0.9757)
O (-3.0147, 3.1632, 1.6577)
O (1.6239, -1.1930, -0.1630)
O (-3.4261, 0.7243, 1.4448)
N (-4.2971, 2.5321, -4.7506)
N (4.9125, -1.0630, 2.5838)
N (3.2132, 0.1975, 1.9784)
N (-0.9861, -1.7867, 0.4600)
N (-0.5625, -0.0431, -1.4522)
N (-0.4190, 3.7652, 0.2171)
N (-1.1998, -2.6516, 1.4756)
N (-1.2143, 1.5781, 0.8568)
N (0.9127, 1.7897, 0.3793)
C (-0.2686, 2.4623, 0.4937)
C (5.2181, 0.2101, 2.9992)
C (-0.3415, 0.8705, -2.3906)
C (1.9961, 2.4493, 0.0291)
C (-0.2448, -2.6038, 5.3334)
C (-1.3022, -0.5050, -4.0800)
C (3.1402, -4.7040, 1.4336)
C (-1.1707, -1.1964, -1.7922)
C (-3.2025, 3.3765, -1.3215)
C (3.6848, -1.0303, 1.9726)
C (-1.5472, -1.4563, -3.1103)
C (2.1583, -2.2533, 0.3535)
C (-0.6963, 0.6918, -3.7171)
C (3.5389, -3.4827, 1.9404)
C (1.7981, -3.5238, -0.1689)
C (1.9400, 3.8129, -0.2357)
C (-3.2932, 2.1361, -0.7065)
C (-3.5270, 3.5047, -2.6630)
C (-4.0573, 1.1626, -2.7628)
C (-3.7285, 1.0312, -1.4261)
C (0.6903, 4.4071, -0.1316)
C (2.2652, -4.7095, 0.3494)
C (3.1000, -2.2596, 1.4187)
C (-3.9448, 2.3979, -3.3977)
C (-0.7247, -2.1861, 2.6166)
C (-1.4184, -2.1306, -0.7069)
C (4.1533, 0.9672, 2.6176)
H (2.9039, 1.8633, -0.0420)
H (-3.4564, 4.4721, -3.1484)
H (0.7223, -2.2006, 5.0422)
H (5.5065, -1.8680, 2.6459)
H (-4.2009, 1.6784, -5.2788)
H (-0.4974, 1.4725, -4.4376)
H (1.0977, -3.5173, -0.9951)
H (1.9310, -5.6499, -0.0748)
H (-3.8037, 0.0749, -0.9247)
H (4.1919, -3.4770, 2.8068)
H (-2.0219, -2.3994, -3.3479)
H (0.5695, 5.4649, -0.3505)
H (-4.3935, 0.2995, -3.3265)
H (-3.8357, 3.2984, -5.2159)
H (-0.8515, -1.8112, 5.7660)
H (0.1441, 1.7821, -2.0668)
H (6.1341, 0.4459, 3.5111)
H (3.4848, -5.6269, 1.8811)
H (-1.9370, -3.0715, -0.8580)
H (2.8165, 4.3759, -0.5190)
H (-2.8654, 4.2245, -0.7425)
H (4.0019, 2.0240, 2.7702)
H (-1.5837, -0.6896, -5.1098)
H (-0.1065, -3.4040, 6.0594)



(2)
Entry from the OMol25 dataset: 12 unconnected molecules or ions with the total composition C48H96O36 at a distorted geometry (ωB97M-V/def2-TZVPD).

Summary:
SMILES   CCOC(=O)OC.CCOC(=O)OC.CCOC(=O)OC.CCOC(=O)OC.CCOC(=O)OC.CCOC(=O)OC.CCOC(=O)OC.CCOC(=O)OC.CCOC(=O)OC.CCOC(=O)OC.CCOC(=O)OC.CCOC(=O)OC
Energy relative to the best compared isomer or geometry (same formula, charge and spin)   711.6 kJ/mol
Orbital gap   10.73 eV
LUMO energy   0.40 eV
Multiplicity   1

Geometry (Å):
O (5.1342, -12.2586, -0.7731)
O (-0.2932, -5.9535, -8.1697)
O (1.6314, -7.3175, -8.4959)
O (8.7059, -8.4880, 0.7886)
O (0.1767, -3.3473, -1.0360)
O (3.1632, -11.1371, -1.2217)
O (8.9266, -7.0296, -1.0079)
O (-0.5033, -7.9638, -8.9564)
O (-1.1855, -6.4220, -2.6425)
O (8.8074, -8.7578, -5.9977)
O (4.3292, -13.9658, -9.0353)
O (-1.5618, -3.3575, -4.6898)
O (-1.8408, -3.5728, -1.7691)
O (1.3800, -12.0851, -6.7430)
O (3.8666, -7.5115, -2.9171)
O (6.6688, -9.5313, -5.8380)
O (3.5063, -8.3399, 2.3020)
O (8.0611, -9.4599, -4.0626)
O (-1.2086, -1.6353, -0.5201)
O (1.0927, -12.4969, -4.5488)
O (6.2110, -15.1032, -9.2422)
O (-0.4089, -1.7401, -5.6675)
O (3.2060, -10.5716, 2.5570)
O (1.9911, -7.3088, -4.2733)
O (4.2718, -3.1346, -12.0909)
O (4.8419, -15.0074, -11.1145)
O (4.6932, -9.9673, -0.2542)
O (4.8339, -5.0526, -10.9175)
O (0.4392, -3.1604, -3.9680)
O (1.4133, -9.3157, 2.9328)
O (9.6855, -8.9299, -1.1867)
O (-2.4158, -8.2052, -2.4561)
O (3.1162, -12.3147, -5.1696)
O (-2.1409, -6.7003, -0.7545)
O (1.6135, -7.5679, -2.1311)
O (5.9815, -4.5424, -12.7289)
C (7.1749, -15.8164, -9.8712)
C (2.5374, -11.7949, 2.8746)
C (9.1571, -8.2012, -0.3321)
C (-0.2112, -9.2394, -9.4218)
C (2.6309, -9.3786, 2.6600)
C (-1.9068, -7.2705, -2.0001)
C (4.4276, -11.2061, -0.7642)
C (7.1600, -4.5970, -14.7358)
C (3.7234, -4.9367, -10.0898)
C (-1.4288, -8.2911, 0.9444)
C (7.0414, -9.4147, -3.0832)
C (2.4780, -12.4200, -9.7768)
C (2.1031, -13.3206, -0.6941)
C (1.8271, -12.3460, -5.5960)
C (8.6720, -7.9182, -7.1080)
C (2.9603, -13.8207, -9.3184)
C (7.7718, -9.2983, -5.3760)
C (5.0124, -4.1347, -11.8698)
C (2.7828, -7.6514, -5.4570)
C (7.9654, -6.1341, -0.4818)
C (-0.8946, -12.0285, -3.2661)
C (0.4953, -4.8762, -7.7735)
C (5.1472, -14.7008, -9.9242)
C (-0.9990, -2.7672, -1.0578)
C (2.2528, -4.1228, -0.0893)
C (1.6043, -2.4165, -3.9147)
C (9.6058, -8.2855, -8.2526)
C (2.7466, -9.1422, -5.6384)
C (-0.3148, -12.5675, -4.5063)
C (0.4257, -7.1130, -8.5700)
C (-2.7612, -3.0524, -5.2460)
C (1.2890, -2.9818, -0.2392)
C (-1.0234, -10.3153, -8.7043)
C (2.6170, -7.4534, -3.0988)
C (3.5383, -12.9474, 2.8455)
C (-3.2380, -3.4594, -1.6914)
C (5.8388, -9.7938, 0.5413)
C (-2.6509, -7.4702, 0.3474)
C (4.2086, -12.0871, -6.1280)
C (-0.4764, -2.6894, -4.8814)
C (2.5450, -2.5395, -5.1135)
C (-0.8959, -6.6378, -3.9926)
C (6.1075, -3.8698, -14.0007)
C (3.0037, -6.9851, 2.4445)
C (2.6164, -12.3371, -1.7373)
C (9.7943, -10.3478, -0.9526)
C (1.9444, -7.7261, -0.7567)
C (8.6567, -5.1295, 0.5112)
H (6.3259, -8.8430, 0.3247)
H (4.4132, -11.0186, -6.1964)
H (7.8906, -16.0347, -9.0786)
H (2.9011, -13.8323, -0.1561)
H (7.0009, -4.5130, -15.8109)
H (5.0672, -12.5323, -5.6254)
H (5.1794, -3.9672, -14.5640)
H (9.1823, -7.9517, -9.1999)
H (1.4515, -12.4288, -10.1433)
H (1.0780, -2.5146, 0.7227)
H (1.6205, -14.1543, -1.2041)
H (3.6846, -4.0167, -9.5066)
H (-0.9374, -11.2581, -9.2446)
H (8.9718, -10.6729, -0.3156)
H (9.3394, -5.6131, 1.2100)
H (7.1890, -5.6485, -14.4503)
H (2.8267, -9.3433, -6.7067)
H (-2.0604, -9.9976, -8.8128)
H (6.6117, -8.4191, -3.1940)
H (6.4002, -10.2885, -3.1985)
H (-1.9707, -12.1892, -3.3310)
H (-3.7367, -3.6046, -0.7331)
H (6.2063, -2.7885, -13.9050)
H (1.1639, -7.5232, -0.0234)
H (7.4735, -9.6197, -2.1037)
H (1.9452, -7.0894, 2.6826)
H (3.4013, -9.6275, -4.9146)
H (2.7062, -14.4091, -10.2001)
H (-0.2850, -5.8592, -4.4495)
H (8.6599, -6.8617, -6.8402)
H (2.9256, -13.8450, 2.9292)
H (10.6226, -7.8987, -8.1860)
H (3.0896, -11.8984, -10.5131)
H (-3.8184, -4.1259, -2.3294)
H (1.2808, -4.8564, -8.5290)
H (-0.3057, -9.2967, -10.5061)
H (4.0375, -12.6275, -7.0591)
H (3.7922, -7.2585, -5.3358)
H (3.7562, -5.6160, -9.2380)
H (2.9891, -3.8342, 0.6609)
H (-1.6033, -8.7871, 1.8992)
H (-0.5525, -7.6630, -4.1308)
H (6.8369, -16.8017, -10.1924)
H (3.2120, -6.4684, 1.5076)
H (2.3610, -1.8508, -5.9382)
H (2.3793, -7.0235, -6.2514)
H (2.3585, -8.6869, -0.4510)
H (-0.6340, -12.0313, -5.4000)
H (3.4412, -6.3926, 3.2480)
H (1.4197, -12.9185, 0.0538)
H (4.2229, -13.0480, 2.0032)
H (1.8094, -9.6764, -5.4820)
H (7.7236, -15.3292, -10.6772)
H (2.8526, -5.0351, -10.7380)
H (2.1604, -2.7675, -3.0455)
H (7.5501, -5.4897, -1.2566)
H (-3.4877, -3.8500, -5.4013)
H (-3.5116, -8.0972, 0.1147)
H (1.8033, -12.1323, -2.4337)
H (9.7643, -10.7333, -1.9718)
H (0.8146, -9.4722, -9.1360)
H (9.2977, -4.4146, -0.0046)
H (6.4643, -10.6611, 0.3298)
H (9.5991, -9.3749, -8.2890)
H (-1.1477, -8.9925, 0.1589)
H (-2.6916, -2.8274, -6.3103)
H (3.5545, -2.2860, -4.7897)
H (2.8123, -7.0831, -0.6105)
H (7.6451, -8.0838, -7.4340)
H (-0.9882, -10.4704, -7.6260)
H (-0.6824, -10.9662, -3.1454)
H (1.7874, -5.0684, 0.1888)
H (-3.3768, -2.4013, -1.9131)
H (-0.0753, -3.9518, -7.8632)
H (-0.5018, -7.7353, 1.0858)
H (2.7317, -4.4153, -1.0237)
H (1.1006, -4.9625, -6.8711)
H (-3.3224, -2.2647, -4.7433)
H (-2.9782, -6.6833, 1.0270)
H (-0.4602, -12.5416, -2.4081)
H (1.3108, -1.3709, -3.8214)
H (2.6024, -3.5367, -5.5500)
H (8.1611, -4.2282, -14.5122)
H (-1.7890, -6.5469, -4.6109)
H (7.9365, -4.4713, 0.9971)
H (2.0068, -11.6719, 3.8188)
H (1.7877, -2.2326, -0.8543)
H (4.2508, -12.8787, 3.6676)
H (1.8563, -11.8072, 2.0236)
H (5.6556, -9.8985, 1.6106)
H (7.1116, -6.6972, -0.1049)
H (3.3156, -12.8942, -2.3608)
H (-0.4707, -13.6454, -4.4634)
H (2.3843, -14.2064, -8.4773)
H (10.7778, -10.5420, -0.5248)
H (2.4003, -11.6508, -9.0084)



(3)
Entry from the OMol25 dataset: a gas-phase ion, C4H9N4 (charge +1) at a distorted geometry (ωB97M-V/def2-TZVPD).

Summary:
SMILES   C[C@H](N)[n+]1cnc[nH]1
Energy relative to the best compared isomer or geometry (same formula, charge and spin)   210.3 kJ/mol
Orbital gap   10.53 eV
Net charge   +1
LUMO energy   -4.11 eV
Multiplicity   1

Geometry (Å):
N (-2.7116, -0.4085, 0.3406)
N (-0.5227, 0.0739, -0.1002)
N (-1.2466, 1.1774, -0.0688)
N (1.4151, 1.2827, 0.0097)
C (-1.5876, -0.9934, 0.2051)
C (1.5293, -1.3157, 0.2184)
C (0.8812, -0.0067, -0.3435)
C (-2.5482, 0.9178, 0.1403)
H (-0.6471, 2.1448, -0.1800)
H (1.2296, -1.5832, 1.2323)
H (2.5855, -1.4189, 0.2348)
H (0.9147, -0.1905, -1.5474)
H (-1.2328, -2.0318, 0.1200)
H (1.8787, 1.8100, -0.7382)
H (2.0273, 1.1266, 0.8179)
H (1.3046, -2.2696, -0.3583)
H (-3.2695, 1.6851, 0.0172)



(4)
Entry from the OMol25 dataset: 4 unconnected molecules or ions with the total composition C19H50FN3O3PS at a distorted geometry (ωB97M-V/def2-TZVPD).

Summary:
Orbital gap   4.44 eV
Net charge   +1
LUMO energy   -5.06 eV
Multiplicity   1

Geometry (Å):
S (-2.7762, -3.7959, -3.0376)
P (-4.7435, -2.8692, -2.7254)
F (-2.5799, -3.8611, -4.6030)
O (-4.9922, -1.8453, -3.8735)
O (-5.7327, -4.0400, -3.0151)
O (-4.6757, -2.4310, -1.3479)
N (-2.3637, 1.2178, -4.1447)
N (5.1267, 1.2224, 3.3100)
N (-0.3025, -2.8035, 2.1298)
C (-1.6336, -2.5343, -2.4993)
C (4.4509, -0.1250, 5.2754)
C (5.6032, 3.7317, 3.1033)
C (-0.1577, -1.8211, 1.0744)
C (-2.6315, -3.3848, 1.5058)
C (-1.4545, 1.1559, -5.2821)
C (-1.6578, -3.0105, 2.6119)
C (2.7192, 2.0462, 3.0145)
C (-3.9618, 3.0242, -5.0744)
C (-0.1438, 0.4550, -4.9628)
C (-0.6533, -0.3915, 1.3312)
C (-1.8196, 1.8363, -2.9386)
C (-1.2914, 3.2695, -3.0453)
C (-3.7147, 1.6246, -4.5100)
C (5.0956, 1.1521, 4.7616)
C (3.8445, 1.0680, 2.6480)
C (5.9842, 2.2781, 2.7993)
C (0.6910, -2.7400, 3.1921)
C (0.6080, -1.5799, 4.1883)
H (1.7614, 1.6546, 2.6628)
H (-3.6016, -3.6350, 1.9351)
H (-1.2302, 2.1484, -5.6960)
H (2.8540, 3.0244, 2.5557)
H (-0.3999, -1.4434, 4.5815)
H (-4.9665, 3.0738, -5.4957)
H (6.9871, 2.0961, 3.1963)
H (0.4635, 1.0158, -4.2531)
H (-1.9637, 0.6029, -6.0763)
H (-4.0653, 0.8921, -5.2497)
H (2.6369, 2.1853, 4.0933)
H (-4.3466, 1.4857, -3.6245)
H (-2.5898, 1.7884, -2.1641)
H (-0.6800, 3.4981, -2.1717)
H (-0.3250, -0.5406, -4.5481)
H (-0.6646, 3.4090, -3.9265)
H (0.4445, 0.3399, -5.8725)
H (-5.5622, -4.5649, -3.8132)
H (-2.0559, -2.1364, 3.1496)
H (0.9394, -0.6391, 3.7476)
H (-3.2601, 3.2712, -5.8709)
H (6.1296, 1.1898, 5.1128)
H (4.7506, 4.0656, 2.5127)
H (-2.1924, -1.7894, -1.9318)
H (6.4409, 4.3867, 2.8580)
H (3.3862, -0.1617, 5.0397)
H (4.9307, -1.0041, 4.8428)
H (4.5844, 2.0141, 5.2191)
H (-0.8755, -3.0263, -1.8952)
H (5.3708, 3.8803, 4.1582)
H (-1.1958, -2.0810, -3.3911)
H (4.0218, 1.1045, 1.5697)
H (-4.4177, -1.0540, -3.8339)
H (-2.0932, 4.0045, -3.0785)
H (-1.6379, -0.3801, 1.8005)
H (0.0304, 0.1721, 1.9623)
H (-2.7954, -2.5661, 0.8018)
H (-1.0091, 1.2006, -2.5723)
H (0.8972, -1.7944, 0.7883)
H (1.6812, -2.7444, 2.7287)
H (-3.8971, 3.7910, -4.3049)
H (-2.2710, -4.2568, 0.9527)
H (3.4859, 0.0523, 2.8409)
H (-0.6829, -2.2027, 0.1914)
H (-1.6271, -3.8264, 3.3372)
H (4.5483, -0.1838, 6.3598)
H (1.2636, -1.7851, 5.0360)
H (6.0701, 2.1495, 1.7167)
H (-0.7354, 0.1495, 0.3844)
H (0.6262, -3.6791, 3.7484)



| no. | E_tot (eV) |
| --- | --- |
| 1 | -111771.147 |
| 2 | -125037.583 |
| 3 | -10245.818 |
| 4 | -53961.919 |